(1)
{"formula": "C22H30CoN3O2S", "method": "wB97M-V/def2-TZVPD", "total_charge": 1, "multiplicity": 4, "orbital_gap_ev": [9.01, 9.13], "energy_ha": -2951.93934, "homo_energy_ha": [-0.41669, -0.43608], "de_lowest_ev": 0.131, "mol_weight_g_mol": 459.5, "symbols": ["Co", "S", "O", "O", "N", "N", "N", "C", "C", "C", "C", "C", "C", "C", "C", "C", "C", "C", "C", "C", "C", "C", "C", "C", "C", "C", "C", "C", "C", "H", "H", "H", "H", "H", "H", "H", "H", "H", "H", "H", "H", "H", "H", "H", "H", "H", "H", "H", "H", "H", "H", "H", "H", "H", "H", "H", "H", "H", "H"], "positions_angstrom": [[-0.458, 0.335, -0.059], [-1.128, 2.605, 0.225], [3.530, 0.483, -0.197], [1.358, 0.568, -0.758], [0.611, -0.147, 1.669], [-0.873, 4.302, 2.246], [0.989, 4.030, 0.935], [-2.018, 0.744, -3.437], [-1.716, -1.817, 0.026], [-3.540, -0.498, 1.209], [1.037, -0.839, 3.904], [-3.776, 1.174, -1.118], [-1.823, -2.922, 1.046], [-0.271, 3.719, 1.215], [-0.775, -1.925, -1.016], [2.405, -0.766, 3.673], [0.219, -1.147, -3.195], [-1.831, -0.063, -2.178], [0.173, -0.518, 2.875], [0.227, -3.049, -0.990], [-2.689, 0.133, -1.077], [-2.598, -0.716, 0.053], [-0.304, 5.430, 2.983], [2.858, -0.374, 2.425], [2.349, 0.360, 0.046], [-0.813, -1.033, -2.107], [1.927, -0.075, 1.445], [1.212, 5.312, 2.993], [1.728, 5.114, 1.577], [2.783, 4.848, 1.582], [-2.836, -3.002, 1.431], [0.506, -3.314, 0.028], [1.384, 3.570, 0.128], [-0.618, 6.370, 2.522], [-0.901, -0.542, 3.012], [-1.147, -2.785, 1.894], [-3.543, 1.983, -1.804], [-4.573, -0.696, 0.915], [-3.054, 1.046, -3.559], [-1.402, 1.647, -3.434], [3.106, -1.010, 4.460], [3.907, -0.294, 2.178], [1.616, 6.030, 0.991], [-4.715, 0.710, -1.434], [-0.701, 5.404, 3.996], [1.217, -1.198, -2.764], [-0.191, -3.941, -1.465], [-1.847, 4.072, 2.363], [-1.578, -3.877, 0.587], [0.058, -2.047, -3.794], [1.136, -2.792, -1.524], [1.509, 4.468, 3.616], [1.647, 6.216, 3.415], [0.210, -0.287, -3.856], [0.643, -1.140, 4.865], [-3.939, 1.620, -0.142], [-3.492, 0.536, 1.552], [-1.748, 0.159, -4.312], [-3.303, -1.134, 2.057]], "atomic_forces_ev_per_a": [[0.0, 0.3, -0.1], [-0.6, 0.1, 0.1], [0.0, 0.0, 0.0], [0.2, -0.1, 0.0], [0.0, 0.0, 0.0], [-0.1, 0.1, -0.1], [0.0, 0.0, -0.1], [0.0, 0.0, 0.0], [-0.1, 0.0, -0.1], [0.1, 0.0, 0.0], [0.0, 0.0, 0.0], [0.1, 0.0, 0.0], [0.1, 0.1, 0.1], [0.5, -0.3, 0.0], [0.0, -0.1, 0.0], [0.0, 0.0, 0.0], [0.0, 0.0, 0.0], [0.0, 0.0, 0.0], [0.0, 0.1, 0.0], [0.1, 0.1, 0.0], [0.0, -0.1, 0.1], [-0.2, -0.2, -0.1], [0.1, 0.0, 0.0], [0.0, 0.0, 0.0], [-0.1, 0.0, 0.0], [0.0, 0.0, 0.0], [0.0, 0.0, 0.0], [0.0, 0.0, 0.0], [0.0, 0.0, 0.1], [0.0, 0.0, 0.0], [0.0, 0.0, 0.0], [0.0, 0.0, 0.0], [0.0, 0.0, 0.0], [0.0, 0.0, 0.0], [0.0, 0.0, 0.0], [0.0, 0.0, 0.0], [0.0, 0.0, 0.0], [0.0, 0.0, 0.0], [0.0, 0.0, 0.0], [0.0, 0.0, 0.0], [0.0, 0.0, 0.0], [0.0, 0.0, 0.0], [0.0, 0.0, 0.0], [0.0, 0.0, 0.0], [0.0, 0.0, 0.0], [0.0, 0.0, 0.0], [0.0, 0.0, 0.0], [0.0, 0.0, 0.0], [0.0, 0.0, 0.0], [0.0, 0.0, 0.0], [0.0, 0.0, 0.0], [0.0, 0.0, 0.0], [0.0, 0.0, 0.0], [0.0, 0.0, 0.0], [0.0, 0.0, 0.0], [0.0, 0.0, 0.0], [0.0, 0.0, 0.0], [0.0, 0.0, 0.0], [0.0, 0.0, 0.0]], "lowdin_spin": [2.6434, 0.0529, 0.0060, 0.0723, 0.0384, 0.0080, 0.0065, 0.0021, 0.0204, 0.0004, 0.0021, 0.0017, 0.0021, 0.0140, 0.0209, -0.0017, 0.0026, 0.0241, 0.0033, 0.0010, 0.0221, 0.0119, 0.0010, 0.0011, 0.0052, 0.0270, 0.0006, 0.0002, 0.0007, 0.0001, 0.0001, 0.0002, 0.0004, 0.0003, 0.0004, 0.0007, 0.0000, 0.0005, 0.0002, 0.0007, -0.0001, 0.0004, 0.0003, 0.0012, 0.0002, 0.0004, 0.0007, 0.0006, 0.0003, 0.0014, 0.0000, 0.0000, 0.0000, 0.0000, 0.0004, 0.0002, -0.0002, 0.0003, 0.0000]}

=====

(2)
{"formula": "C22H30F4N4O2PS", "method": "wB97M-V/def2-TZVPD", "total_charge": 1, "multiplicity": 1, "orbital_gap_ev": 6.59, "energy_ha": -2364.42907, "homo_energy_ha": -0.45358, "mol_weight_g_mol": 521.5, "symbols": ["S", "P", "F", "F", "F", "F", "O", "O", "N", "N", "N", "N", "C", "C", "C", "C", "C", "C", "C", "C", "C", "C", "C", "C", "C", "C", "C", "C", "C", "C", "C", "C", "C", "C", "H", "H", "H", "H", "H", "H", "H", "H", "H", "H", "H", "H", "H", "H", "H", "H", "H", "H", "H", "H", "H", "H", "H", "H", "H", "H", "H", "H", "H", "H"], "positions_angstrom": [[-1.769, -3.832, 4.359], [-0.740, -4.123, 2.760], [1.446, -0.782, 2.013], [0.078, 0.326, 0.764], [0.370, -1.530, -0.737], [1.081, -2.929, 0.727], [-4.118, -0.945, -2.103], [-5.097, -2.968, -2.263], [5.032, 1.178, 4.957], [-1.708, -3.540, 1.343], [2.870, 6.846, 1.608], [-6.049, 0.614, -4.986], [5.275, 6.797, 2.621], [-2.935, -4.076, 1.241], [-4.319, -2.245, -1.749], [-2.124, -2.214, -0.569], [0.212, -0.792, 1.491], [5.700, 5.375, 3.000], [6.171, 1.199, 2.609], [0.121, -2.017, 0.496], [-3.407, -2.749, -0.657], [-3.818, -3.703, 0.253], [-4.856, -1.679, -5.337], [3.930, 6.827, 2.048], [-4.227, -1.815, -6.728], [4.286, -0.084, 1.475], [-4.791, 0.097, 0.003], [-1.276, -2.626, 0.432], [5.539, 1.190, 3.927], [-4.800, 0.012, -1.335], [4.829, 4.766, 4.095], [-5.527, -0.396, -5.143], [5.133, 1.183, 1.483], [-5.259, -1.796, -7.850], [3.584, -0.064, 0.642], [0.450, -3.394, 2.830], [6.789, 2.094, 2.520], [-0.572, -5.499, 2.542], [-4.804, -4.140, 0.201], [-0.564, -0.805, 2.261], [-3.501, -1.015, -6.887], [5.975, 7.208, 1.892], [-5.569, -2.488, -5.167], [-5.986, -2.600, -7.727], [-4.564, 0.995, 0.558], [-5.799, -0.849, -7.877], [-1.842, -1.467, -1.293], [-3.235, -4.799, 1.988], [-4.081, -1.775, -4.577], [5.676, 4.735, 2.115], [6.736, 5.403, 3.343], [-3.676, -2.757, -6.766], [4.479, 2.053, 1.568], [3.711, -0.178, 2.395], [5.185, 3.770, 4.353], [-4.971, -0.803, 0.593], [4.911, -0.974, 1.370], [4.855, 5.377, 4.998], [-4.772, -1.927, -8.815], [3.791, 4.675, 3.772], [6.840, 0.341, 2.522], [-5.392, 0.699, -1.930], [5.655, 1.272, 0.529], [5.312, 7.446, 3.497]], "atomic_forces_ev_per_a": [[0.2, 0.0, -0.5], [-1.2, 0.0, 3.0], [-0.2, -0.3, 0.4], [-0.4, 0.1, 0.0], [0.1, -0.1, -0.1], [-0.2, -0.3, 0.4], [-1.4, -0.9, 0.1], [-0.6, -0.5, -0.4], [-0.1, 0.0, 0.0], [0.8, 0.1, -0.8], [0.0, -0.1, 0.0], [0.0, 0.0, 0.1], [0.3, -0.1, -0.1], [-0.5, -0.2, 0.0], [0.4, 0.0, 0.4], [-0.3, 0.0, 0.1], [0.4, 0.0, -0.3], [-0.1, -0.2, 0.2], [0.0, 0.2, -0.3], [-0.1, 0.8, -0.7], [0.3, 0.5, 0.0], [0.1, 0.0, -0.1], [0.3, -0.2, -0.2], [0.0, 0.2, 0.1], [-0.1, 0.0, -0.3], [0.1, 0.1, 0.0], [0.1, -1.3, 0.0], [0.0, -0.2, -0.2], [0.1, -0.1, 0.1], [0.1, 1.4, 0.5], [0.1, 0.0, -0.1], [-0.1, -0.1, 0.1], [-0.1, -0.2, -0.1], [0.0, 0.0, 0.0], [0.0, 0.0, 0.0], [0.1, -0.3, -0.9], [0.0, 0.0, 0.1], [0.4, 0.3, -0.8], [0.0, -0.1, 0.0], [0.1, -0.1, 0.2], [0.0, 0.0, 0.1], [-0.1, 0.1, 0.0], [-0.1, 0.1, 0.0], [0.0, 0.0, 0.0], [-1.6, 0.6, -0.2], [0.0, 0.0, 0.0], [0.3, 0.1, 0.1], [0.2, 0.0, 0.2], [0.0, 0.1, 0.0], [0.0, 0.1, -0.1], [0.0, 0.1, -0.1], [0.0, 0.0, 0.1], [0.1, 0.0, 0.0], [0.1, 0.0, 0.1], [0.0, 0.0, 0.1], [1.4, -0.2, 0.2], [0.0, 0.0, 0.0], [0.0, 0.0, 0.0], [0.0, 0.0, 0.0], [0.0, 0.0, 0.0], [0.0, 0.0, 0.1], [1.2, 0.6, -0.6], [0.1, 0.0, 0.0], [-0.1, 0.0, 0.0]], "nbo_charge": [-0.4348, 0.9208, -0.3006, -0.2980, -0.2920, -0.2986, -0.5251, -0.4472, -0.3317, -0.5380, -0.3357, -0.3364, -0.5127, 0.1075, 0.7722, -0.1820, 0.5187, -0.3777, -0.5154, 0.5983, -0.0035, -0.1861, -0.5091, 0.2904, -0.3787, -0.6095, -0.5172, 0.1854, 0.2886, 0.1636, -0.6174, 0.2918, -0.3802, -0.6134, 0.2088, 0.0536, 0.2534, 0.0350, 0.2796, 0.1523, 0.2101, 0.2510, 0.2496, 0.2055, 0.2505, 0.2186, 0.2920, 0.2659, 0.2318, 0.1972, 0.2102, 0.2069, 0.2116, 0.2114, 0.2222, 0.1920, 0.2040, 0.2099, 0.2228, 0.2125, 0.2477, 0.2364, 0.2129, 0.2481]}

=====

(3)
{"formula": "C22H30FO24Pb", "method": "wB97M-V/def2-TZVPD", "total_charge": -1, "multiplicity": 1, "orbital_gap_ev": 6.28, "energy_ha": -2955.02731, "homo_energy_ha": -0.16186, "de_lowest_ev": 0.015, "mol_weight_g_mol": 904.7, "symbols": ["Pb", "F", "O", "O", "O", "O", "O", "O", "O", "O", "O", "O", "O", "O", "O", "O", "O", "O", "O", "O", "O", "O", "O", "O", "O", "O", "C", "C", "C", "C", "C", "C", "C", "C", "C", "C", "C", "C", "C", "C", "C", "C", "C", "C", "C", "C", "C", "C", "H", "H", "H", "H", "H", "H", "H", "H", "H", "H", "H", "H", "H", "H", "H", "H", "H", "H", "H", "H", "H", "H", "H", "H", "H", "H", "H", "H", "H", "H"], "positions_angstrom": [[-0.624, 1.020, -0.560], [5.359, 3.910, 0.160], [0.556, 2.672, -2.016], [-0.280, 0.289, 2.035], [-3.938, 3.868, 1.263], [-0.566, 4.406, -2.927], [-0.297, -3.976, -0.347], [-3.662, 3.643, -0.942], [3.778, 1.391, -1.630], [-4.304, 0.745, -1.001], [-1.725, 0.351, -2.668], [-4.775, -1.351, -0.423], [1.895, 0.251, -1.223], [0.383, -0.003, 4.157], [1.266, 2.638, 0.733], [1.644, -2.967, 0.070], [-0.166, -1.728, -0.448], [-2.769, -0.575, -4.425], [-2.273, 2.606, 0.491], [3.051, 2.318, 2.075], [3.882, -0.812, -1.328], [1.627, 4.157, -3.288], [-2.989, 1.598, -4.041], [-1.699, -0.533, 3.565], [-2.790, -0.418, 0.141], [3.123, 3.903, 0.489], [4.353, 3.962, 1.097], [-2.395, -1.843, 5.486], [0.468, -6.173, -0.843], [2.345, 2.946, 1.070], [0.421, 3.724, -2.702], [-1.700, -0.597, 5.012], [-6.018, -0.797, -0.851], [-5.635, 0.573, -1.473], [4.391, 2.703, 1.974], [-2.479, 0.543, -3.656], [3.070, 0.267, -1.343], [5.247, -0.361, -1.148], [1.921, -4.345, 0.189], [-0.523, -0.043, 3.144], [0.323, -2.778, -0.228], [-5.603, 0.700, -2.977], [-3.251, 3.346, 0.167], [-0.242, -0.352, 5.385], [-3.866, -0.333, -0.357], [0.549, -5.030, 0.138], [6.093, -1.385, -1.873], [5.158, 1.061, -1.712], [2.613, -4.737, -0.557], [5.498, -0.354, -0.083], [-6.495, -1.407, -1.620], [0.170, -5.326, 1.118], [5.056, 1.976, 1.495], [-2.313, -1.962, 6.567], [-0.198, 0.452, 6.121], [-2.357, 0.246, 5.248], [-4.938, 1.537, -3.204], [0.285, -1.213, 5.799], [-0.567, -6.464, -1.019], [-6.654, -0.706, 0.030], [-1.995, -2.738, 4.999], [-3.303, -0.177, -5.122], [1.301, 4.838, -3.886], [5.758, 1.730, -1.099], [5.891, -2.348, -1.402], [-4.574, 4.447, 0.832], [4.556, 4.865, 1.673], [-6.344, 1.240, -0.976], [7.159, -1.169, -1.805], [-6.602, 0.969, -3.334], [4.849, 2.934, 2.937], [-5.250, -0.210, -3.460], [1.094, -7.009, -0.531], [0.821, -5.825, -1.818], [2.380, -4.530, 1.166], [5.800, -1.481, -2.918], [-3.445, -1.848, 5.198], [5.466, 1.078, -2.759]], "atomic_forces_ev_per_a": [[-1.2, 1.7, -1.5], [-0.1, -0.1, -0.2], [0.1, -0.1, 0.1], [0.3, -0.2, 0.2], [-0.1, 0.1, 0.4], [0.0, 0.3, -0.1], [-0.1, 0.1, 0.4], [-0.4, 0.3, -0.1], [0.3, -0.2, 0.7], [-0.1, 0.2, 0.8], [0.0, -0.8, 0.2], [0.1, 0.1, 0.2], [0.3, -0.5, 0.2], [-0.1, 0.3, 0.3], [-0.1, 0.5, 0.4], [-0.1, 0.1, 0.0], [-0.1, -0.3, 0.3], [0.1, -0.6, 0.0], [0.1, -0.2, 0.3], [-0.2, -0.1, -0.2], [0.3, 0.0, 0.8], [0.1, -0.2, -0.2], [0.1, -0.3, -0.2], [0.4, -0.4, 0.3], [0.1, -0.6, 0.5], [-0.3, 0.5, 0.1], [0.8, -0.6, 0.5], [0.1, -0.8, -0.4], [0.1, 0.3, -0.5], [0.2, -0.8, -0.3], [-0.3, -0.4, 0.4], [-1.1, 0.5, -0.8], [0.3, 0.1, -0.7], [-0.5, -0.8, 0.5], [1.1, 0.8, 0.0], [0.3, 1.5, 0.4], [-0.2, 0.6, -0.9], [-0.6, -0.4, -0.8], [0.0, -0.7, 1.2], [-0.1, -0.1, -0.2], [0.4, -0.2, -0.8], [-0.7, 0.6, 0.4], [0.8, -0.7, -0.5], [-0.1, -0.2, 0.2], [-0.2, 0.2, -1.0], [-0.3, 0.2, -0.7], [0.1, 0.0, 0.2], [0.4, -0.5, 0.0], [-0.1, 0.4, -0.4], [-0.2, 0.0, 0.0], [0.1, -0.3, 0.3], [0.2, 0.1, 0.1], [-0.5, -0.3, -0.1], [0.0, 0.1, 0.0], [0.3, 0.2, -0.2], [0.4, 0.1, 0.6], [0.0, -0.2, -0.2], [-0.2, -0.2, -0.1], [0.0, -0.3, 0.3], [-0.1, 0.1, -0.1], [0.3, 0.1, 0.2], [0.0, -0.1, -0.1], [0.1, 0.2, 0.0], [-0.1, 0.3, -0.2], [0.2, 0.0, 0.0], [-0.1, 0.0, 0.0], [-0.5, 0.3, -0.2], [0.6, 0.8, -0.3], [0.0, 0.0, 0.0], [0.0, -0.2, -0.1], [-0.4, -0.1, 0.2], [0.1, 0.0, 0.0], [-0.2, -0.1, 0.1], [0.2, 0.0, 0.1], [0.1, 0.1, -0.1], [0.0, 0.2, 0.0], [0.0, 0.3, 0.1], [0.1, 0.2, 0.0]], "lowdin_charge": [1.7276, 0.0409, -0.1717, 0.0830, 0.0186, 0.0225, 0.0918, 0.0257, 0.0860, 0.0930, -0.1486, 0.0627, 0.0941, 0.0721, 0.1465, 0.0696, 0.1122, 0.0294, -0.1688, 0.0799, 0.0782, 0.0079, -0.0005, 0.1031, 0.0649, 0.1716, -0.3160, -0.0309, -0.0327, -0.4866, -0.7805, -0.3075, -0.0944, -0.2879, -0.0903, -0.7921, -0.5243, -0.3075, -0.1127, -0.5329, -0.5116, -0.0151, -0.8025, -0.0948, -0.5421, -0.3167, -0.0301, -0.0896, 0.1293, 0.1461, 0.1252, 0.1492, 0.1260, 0.0848, 0.1301, 0.1557, 0.0827, 0.1295, 0.0870, 0.1208, 0.0906, 0.0839, 0.0719, 0.1162, 0.0827, 0.0774, 0.1640, 0.1484, 0.0841, 0.0828, 0.1310, 0.0846, 0.0855, 0.0933, 0.1282, 0.0912, 0.0870, 0.1384]}

=====

Which value of multiplicity does entry 3 give?
1

=====

What is the multiplicity in the first record?
4

=====

What is the multiplicity in the second record?
1